1.
{
  "formula": "C4H11N2O",
  "method": "ωB97M-V with the def2-TZVPD basis set",
  "elements": ["C", "C", "C", "C", "N", "N", "O", "H", "H", "H", "H", "H", "H", "H", "H", "H", "H", "H"],
  "xyz": [[2.539195, -0.120437, 0.657869], [-1.349673, -0.381451, -1.180549], [-2.717220, -0.426900, -1.725058], [0.928576, 0.068196, 2.452198], [1.804704, 0.425444, -0.241615], [-0.636871, 0.617543, -1.091234], [2.104971, -0.406894, 1.874568], [-0.942225, -1.409862, -0.803828], [-3.229249, -1.418126, -1.458898], [-2.531838, -0.380713, -2.812315], [-3.357668, 0.409303, -1.481056], [0.062554, 0.363626, 1.894041], [0.409219, -0.724244, 3.221587], [1.305649, 0.837765, 3.146090], [0.349914, 0.476779, -0.560228], [2.322677, 0.854281, -1.070536], [3.645710, -0.293299, 0.611359], [-0.708425, 1.508989, -1.432393]],
  "forces_ev_per_angstrom": [[0.2880, 1.0293, 0.3667], [-2.0984, -3.7238, 0.6601], [-0.4559, -1.7189, -0.6194], [-1.5911, -1.0443, 4.1209], [1.2172, 0.5912, -0.8124], [3.8100, -1.0054, 2.1734], [0.8072, -1.3583, -1.1932], [-0.4049, 2.1176, -0.4839], [0.7511, 1.5746, -0.5321], [-0.5070, -0.2643, 0.0657], [0.0688, 0.2622, 0.2411], [0.2156, 0.4558, -1.1135], [1.8291, 1.3269, -2.0409], [-0.7327, 0.1489, -0.4394], [-0.1026, 0.2736, -0.5380], [-0.5551, -1.3200, 1.5260], [-1.1007, 0.0178, -0.2390], [-1.4386, 2.6372, -1.1421]],
  "mulliken_charge": [0.1991, 0.3544, -1.0143, -0.5828, -0.6078, -0.2185, -0.3019, 0.3130, 0.2967, 0.3275, 0.3411, 0.2581, 0.2395, 0.2769, 0.3523, 0.1913, 0.3654, 0.2099],
  "de_lowest_kcal_mol": 70.67,
  "spin_multiplicity": 1,
  "energy_ha": -343.4515,
  "total_charge": 1
}

***

2.
{
  "formula": "C36H37AsDyNO7S2",
  "method": "ωB97M-V with the def2-TZVPD basis set",
  "elements": ["Dy", "O", "S", "O", "O", "C", "C", "C", "C", "C", "C", "S", "O", "O", "O", "H", "H", "H", "H", "C", "C", "C", "C", "C", "C", "C", "C", "N", "C", "C", "C", "C", "H", "H", "H", "H", "H", "H", "H", "H", "H", "H", "H", "H", "H", "H", "H", "H", "H", "H", "O", "As", "C", "C", "C", "C", "C", "C", "C", "C", "C", "C", "C", "C", "C", "C", "C", "C", "C", "C", "H", "H", "H", "H", "H", "H", "H", "H", "H", "H", "H", "H", "H", "H", "H"],
  "xyz": [[-1.083880, 0.411531, 0.905266], [-5.131995, -0.880942, 0.858000], [-4.088661, 0.060014, 1.163270], [-4.459318, 1.441512, 1.240013], [-2.918437, -0.165019, 0.237097], [-3.544834, -0.380706, 2.849939], [-4.117217, -1.527697, 3.383461], [-4.065305, -1.783206, 4.745067], [-3.489180, -0.858014, 5.601724], [-2.890848, 0.279487, 5.081880], [-2.898958, 0.510155, 3.715858], [-1.625188, 1.648779, 3.172711], [-1.343303, 2.596366, 4.199790], [-1.910925, 2.201344, 1.843995], [-0.556642, 0.624510, 2.957704], [-4.637862, -2.192556, 2.707623], [-4.508361, -2.687465, 5.139885], [-3.487073, -1.019631, 6.671068], [-2.392274, 1.002246, 5.714238], [4.544672, -2.570126, 2.990721], [3.643842, -1.618284, 2.245899], [4.073965, -0.338210, 1.931649], [3.193318, 0.544608, 1.310177], [3.612305, 1.964387, 1.029014], [1.926085, 0.116148, 0.978643], [1.444409, -1.198946, 1.236078], [2.363753, -2.037082, 1.899511], [0.182504, -1.515770, 0.783079], [-0.367093, -2.868348, 1.030383], [-1.757125, -2.948288, 0.381258], [0.449950, -3.978751, 0.342988], [-0.573831, -3.125867, 2.537291], [5.560234, -2.182597, 3.061493], [4.575703, -3.544240, 2.499751], [4.168840, -2.724775, 4.004430], [5.075154, -0.013485, 2.192835], [4.644861, 2.005217, 0.679345], [3.547157, 2.560940, 1.941773], [2.969871, 2.424996, 0.277168], [1.257232, 0.837166, 0.507790], [2.096338, -3.039970, 2.192519], [-1.738379, -2.517765, -0.622895], [-2.503838, -2.419729, 0.968539], [-2.070680, -3.989697, 0.300821], [0.353943, -3.859878, -0.739166], [0.042472, -4.956410, 0.608116], [1.506480, -3.956237, 0.591825], [-1.023100, -2.235226, 2.983002], [0.357366, -3.319693, 3.064024], [-1.246914, -3.971640, 2.695077], [-0.612146, 1.792372, -0.661468], [-0.091583, 1.674213, -2.227028], [1.452898, 0.528938, -2.365472], [1.260235, -0.844569, -2.264778], [2.366067, -1.674511, -2.181986], [3.643364, -1.134921, -2.201513], [3.829517, 0.234137, -2.332846], [2.731594, 1.074224, -2.414197], [0.392168, 3.470117, -2.764766], [0.141622, 4.461749, -1.822575], [0.436852, 5.782744, -2.124452], [0.982332, 6.102326, -3.359245], [1.233287, 5.107263, -4.294990], [0.936583, 3.785810, -4.004537], [-1.458293, 0.903340, -3.342988], [-2.755113, 0.856406, -2.847020], [-3.734543, 0.193222, -3.571513], [-3.411573, -0.410074, -4.777786], [-2.116767, -0.340925, -5.278174], [-1.129852, 0.311378, -4.558243], [0.258914, -1.254760, -2.243686], [2.230669, -2.741937, -2.076749], [4.501996, -1.787012, -2.107484], [4.828855, 0.648995, -2.354604], [2.855169, 2.147295, -2.504028], [-0.281493, 4.186501, -0.864507], [0.238893, 6.557428, -1.395933], [1.212329, 7.132979, -3.595929], [1.661471, 5.366106, -5.254586], [1.127227, 3.005552, -4.732303], [-2.992881, 1.321020, -1.898745], [-4.743753, 0.142184, -3.184868], [-4.168526, -0.948204, -5.333349], [-1.873160, -0.809895, -6.222311], [-0.111592, 0.357353, -4.927065]],
  "forces_ev_per_angstrom": [[3.3826, -2.1634, -2.8305], [0.3002, -0.0752, -0.0332], [-1.7152, -0.3151, 0.3790], [0.1134, -0.0320, -0.1602], [-1.9297, -0.3745, -0.4626], [-0.3950, 0.2927, -0.2003], [-0.0011, 0.0121, -0.1902], [0.0657, 0.0520, 0.1571], [-0.0701, -0.0484, -0.0807], [0.0530, 0.1446, -0.0764], [0.1385, 0.1203, -0.0660], [-0.0432, 0.7293, 2.5718], [-0.1934, -0.0743, -0.0929], [-0.7232, 0.9398, 0.6521], [0.3559, 0.4879, 1.3902], [-0.0498, 0.0091, 0.0558], [-0.0130, -0.0048, -0.0180], [-0.0057, -0.0341, 0.0005], [0.0225, -0.0900, 0.0513], [-0.0773, 0.0302, -0.0313], [0.0468, 0.0732, -0.0350], [-0.0064, -0.0129, 0.0242], [-0.0089, 0.1416, -0.0155], [-0.0455, -0.0778, 0.0775], [-0.3353, -0.2192, 0.0983], [0.3947, 0.0066, -0.2708], [-0.0614, -0.0207, 0.1366], [-0.2152, -0.1664, 0.2713], [-0.0210, -0.0101, -0.1255], [0.1718, 0.0975, 0.0414], [-0.0057, 0.1740, 0.0303], [0.1378, -0.0108, -0.1749], [0.0079, -0.0126, -0.0024], [0.0308, -0.0059, 0.0181], [0.0392, -0.0222, 0.0089], [0.0031, -0.0145, -0.0083], [-0.0018, 0.0231, -0.0174], [0.0115, 0.0442, -0.0340], [0.0043, 0.0309, 0.0036], [0.4197, 0.0208, -0.2251], [-0.0388, 0.0269, -0.0564], [-0.0261, -0.0162, -0.0042], [-0.0951, -0.0133, -0.0084], [-0.0326, -0.0044, 0.0427], [0.0272, -0.0234, -0.0202], [0.0384, -0.0211, 0.0158], [0.0059, -0.0620, -0.0403], [-0.0530, -0.0407, 0.0642], [-0.0427, -0.0279, 0.0642], [0.0299, -0.0307, 0.0074], [-0.0527, 0.4616, -0.0780], [0.8417, 0.1341, -1.5632], [-0.2956, 0.2344, -0.0037], [0.0078, 0.0827, -0.0818], [-0.0241, -0.0604, 0.0496], [0.0152, 0.0052, 0.0111], [0.0474, 0.0524, -0.0044], [-0.1188, 0.0758, 0.0258], [-0.2096, -0.2326, 0.3107], [-0.0031, -0.0844, 0.0175], [0.0231, 0.0147, -0.0420], [-0.0232, 0.0115, 0.0539], [0.0432, 0.0244, -0.0868], [-0.0610, -0.1992, 0.0494], [0.0935, 0.0527, 0.3836], [0.0301, 0.0772, 0.0108], [-0.0433, 0.0095, -0.0173], [0.0120, -0.0111, -0.0174], [0.0285, -0.0037, -0.0367], [0.0649, 0.1026, 0.0646], [0.0026, -0.0811, 0.0647], [-0.0156, -0.0200, 0.0127], [-0.0033, 0.0029, -0.0139], [-0.0075, -0.0065, 0.0023], [0.0835, -0.0150, 0.0427], [-0.0079, 0.0531, 0.0119], [0.0071, 0.0043, -0.0032], [0.0070, -0.0069, -0.0061], [-0.0089, -0.0227, -0.0018], [0.0237, 0.0378, -0.0407], [-0.0348, -0.0442, 0.0186], [0.0147, -0.0178, 0.0111], [-0.0206, 0.0332, 0.0015], [-0.0023, 0.0003, 0.0011], [-0.0084, -0.0971, -0.0280]],
  "mulliken_charge": [0.0498, -0.7702, 1.6479, -0.7094, -0.3191, -0.0363, -0.3566, -0.8135, -0.5426, -0.8685, 0.4488, 1.3638, -0.7754, -0.4849, -0.3590, 0.5399, 0.4232, 0.4171, 0.5176, -1.7896, -0.0460, -1.0260, 0.3252, -1.7683, 0.6065, 1.6342, -1.0373, 1.0181, 1.3712, -1.6333, -1.7806, -1.3451, 0.3963, 0.3464, 0.3209, 0.3155, 0.4142, 0.3956, 0.1270, -0.0919, 0.4955, 0.1806, 0.1682, 0.6397, 0.2562, 0.5377, 0.3549, 0.0849, 0.3228, 0.4822, 0.1675, 1.5833, 0.5315, -0.3998, -0.6394, -0.4871, -0.7330, -0.6188, -0.0417, -0.3827, -0.7943, -0.4806, -0.6990, -0.2205, 0.3993, -0.3642, -0.7957, -0.4984, -0.7167, -0.4504, 0.2453, 0.3327, 0.4219, 0.4354, 0.3447, 0.4392, 0.4299, 0.3886, 0.3977, 0.4097, 0.5270, 0.4380, 0.4020, 0.4081, 0.3723],
  "s2": 9.3288,
  "spin_multiplicity": 6,
  "energy_ha": -5892.7572,
  "total_charge": 0
}

***

3.
{
  "formula": "C4H10BeO2",
  "method": "ωB97M-V with the def2-TZVPD basis set",
  "elements": ["H", "C", "O", "C", "C", "H", "H", "H", "H", "H", "H", "H", "C", "O", "Be", "H", "H"],
  "xyz": [[-0.289009, -1.783238, -1.419419], [0.632092, -1.498194, 1.217084], [0.409419, -0.151227, 0.820150], [-0.040418, 0.155841, -0.498925], [0.471602, -0.992772, -1.371871], [0.586694, -1.571769, 2.308580], [-0.131629, -2.133055, 0.747512], [1.635780, -1.849077, 0.942461], [-0.306327, 0.749667, -1.395702], [1.485154, -1.335606, -1.125247], [0.586749, -0.626318, -2.400251], [-1.271094, 0.735057, -0.260985], [-1.088450, 2.213809, 0.189279], [0.130138, 1.890722, 0.461970], [0.529066, 1.027646, 1.683033], [-1.271178, 3.296236, 0.272554], [-2.068587, 1.872274, -0.170219]],
  "forces_ev_per_angstrom": [[0.7682, -0.4926, -0.0605], [0.2705, -1.8879, -0.0645], [2.6445, -0.7819, 3.1757], [-5.1390, -2.7128, -4.2146], [-1.2870, -0.8751, -0.8908], [-0.3349, 0.3054, -0.1250], [0.3004, 0.2077, 0.4121], [-0.3857, 0.2250, -0.1538], [2.7067, 2.8887, 0.8639], [-0.4507, -0.1008, 0.2224], [-0.1090, -0.0653, 0.2767], [2.0714, -4.9938, -0.7726], [-3.3372, 6.5258, 0.4975], [2.2699, 1.2545, 3.3222], [-0.7545, 1.8871, -2.5279], [0.1872, -0.1098, 0.0573], [0.5795, -1.2741, -0.0179]],
  "mulliken_charge": [0.3955, -0.5374, 0.0279, 0.3121, -1.4685, 0.2658, 0.3372, 0.3248, 0.5688, 0.3461, 0.3949, 0.0482, -0.5401, -0.4045, 0.1293, 0.3388, 0.4611],
  "s2": 0.7534,
  "de_lowest_kcal_mol": 180.70,
  "spin_multiplicity": 2,
  "energy_ha": -323.0324,
  "total_charge": 1
}

***

4.
{
  "formula": "C5H7NO",
  "method": "ωB97M-V with the def2-TZVPD basis set",
  "elements": ["C", "C", "C", "N", "C", "O", "C", "H", "H", "H", "H", "H", "H", "H"],
  "xyz": [[0.498059, 1.777513, 0.793489], [0.227917, 0.389001, 0.315878], [1.085192, -0.372179, -0.370407], [0.461654, -1.518963, -0.898351], [-0.914895, -1.408719, -0.759540], [-1.748411, -2.063187, -1.344188], [-1.096955, -0.333248, 0.321168], [-0.196628, 2.474590, 0.311012], [1.507729, 2.076150, 0.496970], [0.406548, 1.922322, 1.874673], [2.130056, -0.179903, -0.578937], [0.873203, -2.131383, -1.584829], [-1.241060, -0.904324, 1.251852], [-1.992407, 0.272329, 0.171211]],
  "forces_ev_per_angstrom": [[0.0206, 0.0910, 0.0517], [0.2358, -0.1200, -0.2237], [-0.0128, 0.1773, 0.0634], [-0.2091, -0.0962, -0.1040], [-0.0299, -0.2561, 0.0974], [0.3168, 0.2047, 0.3205], [-0.1813, -0.0638, -0.1693], [0.0430, -0.0415, 0.0996], [-0.0886, -0.0270, 0.0983], [-0.0573, -0.1439, -0.0828], [-0.1184, -0.0225, -0.0075], [-0.0611, 0.1302, 0.0097], [0.0086, 0.1856, -0.0565], [0.1335, -0.0178, -0.0969]],
  "mulliken_charge": [-1.1631, 0.5071, -0.5978, -0.0696, 0.1878, -0.6040, -0.2927, 0.2787, 0.3237, 0.2833, 0.3807, 0.2404, 0.2072, 0.3182],
  "de_lowest_kcal_mol": 3.41,
  "spin_multiplicity": 1,
  "energy_ha": -324.7190,
  "total_charge": 0
}

***

5.
{
  "formula": "C9H6Cl2FNOS",
  "method": "ωB97M-V with the def2-TZVPD basis set",
  "elements": ["C", "C", "C", "C", "C", "C", "C", "C", "C", "N", "O", "F", "S", "Cl", "Cl", "H", "H", "H", "H", "H", "H"],
  "xyz": [[1.713931, -0.527529, 1.283154], [0.573779, -0.958969, 1.894324], [1.749020, 0.472672, 0.327147], [-0.600704, -0.416634, 1.574677], [-1.485148, -1.621781, -1.341317], [0.310192, -0.210116, -2.249770], [0.526016, 1.064755, 0.077826], [-0.722615, 0.616417, 0.620899], [-2.027972, 1.334351, 0.238918], [-0.523103, -1.102914, -1.819190], [-2.384505, -2.288361, -1.011792], [3.249221, -0.923899, -2.650632], [1.758099, 0.137764, -2.767555], [-2.482239, 1.161198, -1.436977], [-1.918620, 3.075297, 0.680800], [2.705512, -1.001826, 1.649661], [0.746911, -1.844479, 2.563989], [2.693623, 0.824895, 0.043192], [-1.448520, -0.785585, 2.012191], [0.502586, 1.954398, -0.568316], [-2.935464, 1.040347, 0.878771]],
  "forces_ev_per_angstrom": [[3.4794, -0.9275, 0.5080], [2.3482, -2.3926, 1.0101], [-1.7297, -0.6027, 2.2150], [-1.7552, 2.0011, -1.9544], [-0.8096, -0.9952, -0.4893], [2.2472, 0.3229, -1.3777], [-1.5452, 1.3089, -0.6503], [1.9847, 0.3329, 0.1524], [-0.6835, -0.3698, 2.4816], [0.8347, -0.3578, 0.0661], [0.4979, 0.6619, 0.2962], [-1.2129, 0.6212, -0.0213], [-1.1458, -1.0522, 0.4995], [-0.2804, 0.2325, -0.4970], [0.1907, 0.0755, -0.2141], [-1.6963, 0.8286, -0.8933], [-0.8844, 1.1600, -0.4120], [0.8836, 0.6003, -0.9616], [-2.2476, -0.8372, 1.1065], [-0.0859, -0.4411, 0.2114], [1.6100, -0.1697, -1.0759]],
  "mulliken_charge": [-0.0773, -0.7777, -0.8741, -0.0584, 0.6609, 0.2812, 0.0132, -0.0391, -0.2164, -0.1580, -0.4375, -0.4455, 0.1233, -0.1346, -0.1584, 0.2349, 0.2887, 0.5889, 0.5510, 0.2945, 0.3404],
  "de_lowest_kcal_mol": 19.31,
  "spin_multiplicity": 1,
  "energy_ha": -1894.8744,
  "total_charge": 0
}

***

6.
{
  "formula": "C5H6N",
  "method": "ωB97M-V with the def2-TZVPD basis set",
  "elements": ["C", "C", "C", "C", "C", "N", "H", "H", "H", "H", "H", "H"],
  "xyz": [[0.116688, 1.204374, -1.651248], [-0.207411, 1.411012, -0.245921], [-0.171616, -0.005897, -1.095531], [0.526921, -1.387936, 0.265440], [-0.515454, -0.645797, 1.130656], [-0.955718, 0.340255, 0.040001], [0.628804, 1.648198, -2.391791], [0.343858, 2.025919, 0.406018], [0.488574, -2.363767, -0.094046], [1.480438, -1.055775, 0.301454], [-1.403657, -1.108277, 1.358564], [-0.331425, -0.062310, 1.976403]],
  "forces_ev_per_angstrom": [[-2.8555, -1.5895, 3.9825], [0.8646, 1.6861, -2.7015], [2.3802, -3.0641, 1.0882], [-3.4334, 3.0422, -0.9349], [0.4387, 0.6409, -2.9402], [-1.8567, -0.8462, 0.9394], [1.7025, 1.4257, -2.2846], [0.7759, 0.4622, 1.0826], [-0.8268, -1.6081, -0.3353], [3.0065, 1.1901, 0.3498], [-1.7262, -1.9078, 0.3357], [1.5304, 0.5687, 1.4181]],
  "mulliken_charge": [-0.2596, 0.0146, -0.0429, -0.3416, -0.4164, -0.0641, 0.4561, 0.3537, 0.3181, 0.3250, 0.2921, 0.3648],
  "de_lowest_kcal_mol": 153.36,
  "spin_multiplicity": 1,
  "energy_ha": -248.3713,
  "total_charge": 1
}